Record 1
{
  "formula": "CH11NO4",
  "method": "the ωB97M-V functional and the def2-TZVPD basis",
  "species": ["C", "N", "H", "H", "H", "H", "H", "O", "H", "H", "O", "H", "H", "O", "H", "H", "O"],
  "positions_angstrom": [[0.34826, 0.37106, -5.42951], [-0.60848, 0.54717, -6.27726], [1.46585, 0.56079, -5.63141], [0.20769, -0.16334, -4.45635], [-1.32147, 0.99691, -5.72390], [0.73255, -0.07950, 4.51074], [-0.58516, -0.57262, 3.77979], [-0.15958, 0.09429, 4.32447], [-1.32962, -2.60999, 2.75906], [-0.19040, -2.24334, 2.06375], [-1.01271, -1.78193, 2.41267], [-0.98006, 2.54764, 1.72344], [-1.02743, 1.02071, 1.41645], [-0.62558, 1.83802, 1.10031], [1.01693, 0.20270, 1.33846], [2.49860, -0.19577, 1.04209], [1.57061, -0.53281, 1.04721]],
  "forces_ev_per_angstrom": [[0.9, -1.1, -0.5], [2.8, 2.2, 0.7], [-1.5, -0.9, -0.5], [-0.3, 1.4, 0.1], [-1.8, -1.5, 0.3], [1.6, -0.8, 0.0], [0.6, -0.5, -0.2], [-2.1, 1.4, 0.2], [-1.4, -0.3, 0.8], [-0.6, 1.9, 0.0], [2.0, -1.5, -0.9], [0.8, -1.5, -1.2], [-0.2, 0.1, 0.1], [-0.6, 1.3, 1.2], [0.2, 0.2, -0.1], [-1.3, -0.3, 0.0], [1.0, 0.1, 0.1]],
  "e_above_lowest_ev": 2.6435,
  "orbital_gap_ev": 9.7,
  "smiles": "C=N.O.O.O.O",
  "max_force_ev_per_a": 3.57
}

Record 2
{
  "formula": "C17H19AuF4IN3",
  "method": "the ωB97M-V functional and the def2-TZVPD basis",
  "species": ["Au", "C", "C", "N", "C", "C", "C", "C", "N", "C", "C", "F", "C", "F", "C", "C", "F", "C", "F", "H", "H", "H", "H", "H", "H", "H", "H", "H", "H", "H", "H", "H", "H", "H", "I", "C", "C", "C", "C", "C", "N", "H", "H", "H", "H"],
  "positions_angstrom": [[-0.05932, 0.80447, -1.38518], [1.47639, 0.14255, -4.08404], [1.17358, -1.19650, -3.43745], [0.97762, -1.14316, -1.95911], [0.20363, -2.31052, -1.45569], [-1.25326, -2.31412, -1.88056], [2.26270, -1.00591, -1.26101], [2.18536, -0.53272, 0.19960], [1.38505, 0.65744, 0.39161], [1.30350, 1.29431, 1.49544], [0.42574, 2.47875, 1.56402], [-0.20795, 2.87450, 0.49880], [0.30932, 3.20115, 2.70488], [-0.48208, 4.25054, 2.73802], [1.03510, 2.84070, 3.85126], [1.88091, 1.73535, 3.86519], [2.52642, 1.40520, 4.96208], [2.01576, 0.96061, 2.75096], [2.80895, -0.06544, 2.79982], [1.41671, 0.04908, -5.16782], [2.46802, 0.52887, -3.84344], [0.72827, 0.89689, -3.79445], [1.98142, -1.90410, -3.64907], [0.26342, -1.60424, -3.86582], [0.25930, -2.29643, -0.36522], [0.69441, -3.22758, -1.79732], [-1.71562, -1.33575, -1.70708], [-1.80036, -3.04857, -1.28933], [-1.38900, -2.57692, -2.92933], [2.87825, -0.30217, -1.82148], [2.78865, -1.96601, -1.25333], [3.20545, -0.37319, 0.54703], [1.76265, -1.30015, 0.87173], [0.92511, 3.43630, 4.75500], [-0.56268, -1.22076, 3.07197], [-2.04580, -0.35647, 1.85208], [-3.24940, -1.02616, 1.70870], [-4.23409, -0.40513, 0.95554], [-3.97861, 0.83531, 0.39473], [-2.73891, 1.41048, 0.60677], [-1.75934, 0.82399, 1.32446], [-3.42250, -1.98215, 2.18427], [-5.19692, -0.88299, 0.82754], [-4.72901, 1.35165, -0.18813], [-2.51684, 2.39900, 0.21335]],
  "forces_ev_per_angstrom": [[-0.3, -0.4, -0.3], [0.0, 0.1, 0.2], [0.1, -0.1, -0.1], [-0.5, 0.5, 0.1], [0.0, -0.1, 0.0], [0.0, 0.0, 0.0], [0.1, 0.1, 0.1], [-0.2, -0.3, 0.0], [0.6, 0.4, 0.1], [0.1, -0.1, 0.3], [0.0, -0.3, -0.1], [0.3, 0.1, -0.3], [0.2, 0.1, 0.6], [0.0, 0.0, 0.0], [-0.2, 0.2, -0.2], [0.0, 0.0, 0.0], [0.0, 0.1, 0.0], [-0.2, 0.1, 0.0], [0.1, -0.1, -0.2], [0.0, 0.0, 0.0], [-0.1, 0.0, 0.0], [0.0, -0.1, 0.0], [0.0, -0.1, 0.0], [-0.1, 0.0, 0.0], [0.0, 0.0, 0.0], [0.1, 0.0, 0.0], [0.0, 0.0, 0.0], [0.0, 0.0, 0.0], [0.0, 0.0, 0.0], [0.0, 0.0, 0.0], [0.0, 0.0, 0.0], [0.1, 0.0, 0.1], [0.0, 0.0, -0.2], [0.0, 0.0, 0.0], [0.0, -0.1, 0.0], [0.2, 0.1, 0.1], [0.0, 0.0, 0.0], [-0.1, -0.1, 0.0], [0.0, 0.0, -0.1], [0.2, 0.0, 0.0], [-0.4, -0.1, -0.2], [0.0, 0.0, 0.0], [0.0, 0.0, 0.0], [0.0, 0.0, 0.0], [0.0, -0.1, 0.0]],
  "e_above_lowest_ev": 1.1958,
  "orbital_gap_ev": [5.1, 5.1],
  "charge": 2,
  "max_force_ev_per_a": 0.68
}

Record 3
{
  "formula": "C11H31Br2ClO16P3",
  "method": "the ωB97M-V functional and the def2-TZVPD basis",
  "species": ["Cl", "O", "O", "O", "O", "Br", "C", "C", "Br", "H", "H", "H", "H", "C", "O", "P", "O", "O", "C", "O", "C", "H", "H", "H", "H", "H", "H", "H", "H", "H", "C", "O", "P", "O", "O", "C", "O", "C", "H", "H", "H", "H", "H", "H", "H", "H", "H", "C", "O", "P", "O", "O", "C", "O", "C", "H", "H", "H", "H", "H", "H", "H", "H", "H"],
  "positions_angstrom": [[-0.30375, 0.27565, 1.58098], [-1.31383, -0.76925, 1.69608], [-0.56369, 1.36550, 2.44179], [1.02118, -0.20471, 1.81114], [-0.38641, 0.80549, 0.23652], [-5.35839, 2.45270, -1.40321], [-3.54757, 1.70391, -1.68176], [-2.45949, 2.31144, -0.88912], [-2.30063, 4.26927, -1.22648], [-3.38314, 1.87262, -2.74923], [-3.61447, 0.61691, -1.55246], [-1.53217, 1.89331, -1.10176], [-2.60280, 2.25871, 0.15612], [2.25061, 2.88244, 2.67166], [1.69182, 2.84346, 4.01620], [2.71460, 2.83515, 5.22207], [3.62264, 3.98081, 5.29356], [1.75002, 2.74560, 6.46479], [0.99481, 3.90087, 6.88713], [3.47902, 1.50546, 5.10803], [2.78982, 0.27673, 4.79116], [2.77776, 3.79156, 2.42980], [1.34802, 2.96339, 2.02305], [2.86037, 2.01180, 2.45130], [1.73875, 4.70214, 7.14354], [0.39881, 3.68250, 7.78779], [0.35999, 4.36136, 6.12244], [2.44099, -0.21914, 5.74103], [3.43592, -0.35434, 4.25120], [1.88135, 0.42057, 4.20524], [-4.24875, -0.27988, -4.81826], [-3.12197, -1.13458, -5.06991], [-1.81867, -0.93761, -4.24402], [-0.79890, -1.96630, -4.37422], [-1.38653, 0.55070, -4.62946], [-0.28444, 1.23251, -4.05002], [-2.51244, -0.79829, -2.76692], [-2.17044, -1.75113, -1.72096], [-4.95434, -0.37318, -5.64990], [-3.90554, 0.78824, -4.64201], [-4.86928, -0.48001, -3.89518], [0.71285, 0.66460, -4.21308], [-0.43145, 1.44652, -2.99006], [-0.20269, 2.15500, -4.58374], [-2.08243, -1.28948, -0.78048], [-1.22473, -2.12561, -1.96191], [-2.94285, -2.51024, -1.65273], [1.83200, -3.36919, 1.39313], [1.94202, -4.32178, 0.31818], [2.28147, -3.57988, -1.09017], [3.57210, -2.91265, -1.18073], [2.06305, -4.78273, -2.11421], [0.83024, -4.81831, -2.88768], [1.03929, -2.59151, -1.29020], [1.34285, -1.25526, -1.68131], [1.22485, -2.46716, 1.18500], [2.76990, -2.86044, 1.77549], [1.35485, -3.89533, 2.23195], [0.14076, -5.58707, -2.39295], [1.13597, -5.30994, -3.80338], [0.43027, -3.80201, -3.10910], [2.09785, -0.97390, -1.01925], [0.46511, -0.60704, -1.51828], [1.52991, -1.23896, -2.70227]],
  "forces_ev_per_angstrom": [[-1.2, 0.1, -1.5], [0.9, 0.3, 0.4], [-0.5, 0.7, 1.6], [0.7, -0.9, 0.3], [0.4, -0.4, -0.8], [0.4, -0.2, 0.2], [-0.7, -0.3, -1.1], [-1.4, 1.8, 0.1], [0.1, -0.5, -0.1], [0.0, 0.0, 0.2], [-0.1, 0.6, 0.3], [1.4, -0.6, -0.5], [-0.2, -0.1, 1.1], [-1.9, 0.4, -0.6], [0.5, 0.2, -0.5], [-0.3, 2.3, -0.4], [0.2, 0.1, -0.1], [-1.1, -0.3, 0.5], [1.2, 1.3, 0.4], [0.3, -1.8, 0.0], [-1.6, 0.0, 1.7], [0.6, 0.4, 0.7], [0.7, -0.7, 0.4], [-0.2, -0.1, 0.0], [-0.6, -0.7, 0.0], [0.4, -0.4, -0.5], [0.0, -0.7, -0.2], [0.6, 0.5, -0.8], [1.0, -0.6, -0.5], [0.2, 0.4, -0.2], [-0.8, 1.5, 1.0], [-1.0, 0.0, -0.8], [-0.6, 0.8, 2.2], [0.3, -0.2, -0.1], [-0.5, -0.7, 0.1], [1.9, -1.1, 0.0], [1.2, -0.1, -0.5], [-0.9, 0.1, -1.0], [0.5, 0.2, -0.1], [-0.4, -1.2, -0.7], [1.1, -0.6, -0.7], [-1.7, 0.7, 0.4], [0.0, -0.2, 0.0], [0.0, 0.6, -0.3], [-0.1, 1.1, 1.1], [1.2, -1.1, -0.2], [0.0, -0.2, -0.2], [0.0, 1.2, 1.6], [0.4, 1.5, -0.8], [-0.9, -0.9, 0.6], [0.5, 0.0, 0.1], [-0.5, 1.0, 0.2], [-0.2, -1.3, 0.2], [-0.1, -1.1, 0.1], [-2.1, 0.2, 1.1], [-0.1, -0.8, -0.4], [-0.4, -1.3, -0.8], [0.2, 0.1, -0.3], [0.5, 1.6, -0.4], [0.0, 0.2, -0.4], [0.0, -1.1, 0.4], [1.5, 1.2, 0.4], [0.2, -0.5, 0.3], [1.0, 0.1, -1.8]],
  "orbital_gap_ev": 9.5,
  "charge": -1,
  "max_force_ev_per_a": 2.46
}